Below is a cluster of 6 separate species, C27H63BN11O9S2 in total, with properties calculated with ωB97M-V/def2-TZVPD.

XYZ file:
```
113
Properties=species:S:1:pos:R:3:forces:R:3:mulliken_charge:R:1
C -8.133327 6.515942 5.458561 0.144 -0.119 0.365 -1.0232
S -6.865118 7.515765 4.761230 -0.261 1.300 -0.251 1.4891
O -5.842008 7.801142 5.734865 -0.034 -0.453 0.033 -0.6407
O -7.477703 8.642044 4.108306 -0.013 -0.315 -0.069 -0.6957
C -6.098872 6.585389 3.380863 -0.254 -0.272 -0.062 -0.7278
C -6.143050 5.055887 3.417243 0.242 0.078 0.416 -2.1323
C -4.844810 4.246003 3.048230 0.055 -0.386 -0.279 2.4565
C -4.468424 3.394921 4.280160 0.015 0.291 0.100 -2.5905
C -4.018895 4.074633 5.623326 -0.057 -0.617 0.514 0.2018
N -2.615923 3.748917 5.882903 0.037 0.286 0.062 -0.3461
N -4.795310 3.530778 6.763980 -0.003 0.228 -0.183 -0.7727
N -4.180316 5.529018 5.613592 0.026 -0.058 -0.111 -0.4126
B -5.325926 3.266208 1.853504 0.038 -0.102 -0.214 0.6670
N -5.324060 1.808263 1.850979 -0.241 0.225 0.046 -0.5439
O -5.761227 3.949815 0.730541 -0.341 0.658 0.821 -0.6466
C -3.660980 5.049737 2.370226 0.168 0.118 0.379 -0.7114
C -2.290268 4.932818 3.044475 0.512 0.098 -0.330 -0.9213
C -1.643935 3.542911 2.832074 -0.250 0.155 -0.241 -0.7703
C -0.336955 3.552997 2.017159 -0.304 -0.378 -0.030 -0.3383
S 1.031646 2.659858 2.799315 0.754 0.123 0.097 -0.3410
C -4.072360 6.486262 2.053882 -0.215 -0.369 -0.873 -0.3099
N -3.030771 7.284043 1.468897 -0.191 0.176 0.637 -0.7494
C -2.314474 8.051383 2.089527 -0.169 -0.081 -0.216 0.7258
O -1.642347 8.825472 2.615589 0.317 0.172 0.079 -0.3807
N -4.729470 7.142131 3.243169 0.058 0.513 0.009 -0.2695
H -8.736403 7.239536 6.011147 -0.048 -0.030 -0.092 0.4522
H -8.727885 6.027067 4.690233 0.014 0.064 -0.031 0.3711
H -7.703522 5.812596 6.170860 -0.043 -0.078 -0.107 0.3118
H -6.668013 6.960654 2.530018 0.146 0.017 -0.044 0.7242
H -6.979003 4.763685 2.779678 0.031 0.075 -0.025 0.3090
H -6.436272 4.749231 4.423867 0.040 -0.029 -0.059 0.7130
H -3.708651 2.656179 4.030476 0.021 0.100 -0.038 0.4723
H -5.363447 2.807253 4.506996 0.025 0.024 -0.021 0.7300
H -2.570235 2.979084 6.541640 0.005 -0.103 -0.125 0.3252
H -2.163132 4.514674 6.371184 0.009 0.004 -0.009 0.2708
H -5.787151 3.713499 6.633558 -0.015 -0.074 0.027 0.2521
H -4.701522 2.518580 6.786674 -0.022 0.008 0.061 0.3294
H -5.141688 5.750833 5.852452 0.138 -0.001 0.046 -0.1759
H -3.668101 5.906111 6.407768 -0.005 -0.016 0.034 0.3193
H -5.940625 1.379402 2.531917 0.105 -0.113 0.024 0.2894
H -4.405955 1.391622 1.963717 -0.041 -0.090 0.026 0.3155
H -6.639632 3.705365 0.426122 0.282 -0.535 -0.602 0.3315
H -3.486410 4.650537 1.363691 -0.122 0.012 0.024 0.6175
H -1.629440 5.637540 2.534359 -0.081 0.061 0.041 0.8293
H -2.291852 5.228180 4.090519 -0.118 -0.153 -0.048 0.2036
H -1.497140 3.051657 3.789604 -0.011 0.087 0.032 0.1935
H -2.359223 2.936430 2.265015 0.074 -0.151 0.130 0.0487
H 0.038829 4.558460 1.826674 -0.042 0.017 0.153 0.3247
H -0.514760 3.094638 1.043415 0.040 0.057 0.013 0.3339
H 0.409362 1.885920 3.694357 -0.371 0.015 -0.179 0.1789
H -4.870325 6.433444 1.309036 0.014 0.024 0.045 0.5310
H -4.836988 8.149083 3.080891 0.167 -0.004 -0.077 0.5287
H -4.185856 7.019583 4.119903 -0.153 -0.537 0.094 0.6438
C 1.481149 -2.826056 0.464488 -0.122 -0.008 0.055 -0.9964
C 1.389264 -1.629193 1.380735 -0.023 -0.023 -0.004 0.7509
O 0.437608 -1.456134 2.135105 -0.015 0.017 -0.028 -0.6963
N 2.409496 -0.737688 1.348010 -0.063 -0.065 -0.003 -0.0289
C 3.598153 -0.760339 0.514671 0.003 0.073 0.464 -0.5616
H 0.596595 -3.438183 0.610770 -0.007 0.012 0.024 0.3319
H 1.545207 -2.521113 -0.580001 0.109 -0.027 0.002 0.0606
H 2.364089 -3.423227 0.695540 0.024 0.005 -0.050 0.3809
H 2.287142 0.020749 2.000171 0.022 0.102 -0.062 0.1354
H 4.488439 -0.800027 1.146883 0.044 -0.007 -0.063 0.2979
H 3.646796 0.137816 -0.100599 0.030 -0.060 -0.099 0.2557
H 3.584584 -1.622850 -0.137084 0.003 0.052 -0.054 0.0583
C 1.003568 -0.687798 -3.160874 0.015 -0.016 0.071 -1.4400
C 2.467895 -1.047319 -3.264584 0.025 -0.016 -0.067 0.8176
O 3.078056 -1.547939 -2.329745 -0.099 0.060 -0.098 -0.5201
N 3.089277 -0.798913 -4.440850 -0.048 -0.114 -0.019 -0.1427
C 2.540596 -0.219395 -5.652007 0.240 0.040 0.024 -0.9757
H 0.654723 -0.945414 -2.165128 0.035 -0.013 0.008 0.2717
H 0.855720 0.380728 -3.321727 -0.033 -0.010 -0.055 0.4178
H 0.415253 -1.239675 -3.894520 -0.018 0.044 -0.023 0.3736
H 4.065771 -1.053736 -4.448044 0.036 0.125 0.001 0.2359
H 2.638977 -0.918940 -6.483495 -0.072 0.035 -0.045 0.2596
H 3.091692 0.685315 -5.906608 -0.053 0.012 -0.082 0.3001
H 1.490770 0.024669 -5.527120 -0.011 -0.029 0.055 0.4141
C 3.523260 -4.599045 -3.098175 -0.038 -0.084 -0.016 -1.0981
C 3.039208 -5.842452 -2.383665 -0.037 0.011 -0.010 0.6819
O 1.844906 -6.079634 -2.259519 0.000 0.015 -0.012 -0.7003
N 3.976843 -6.679651 -1.884866 -0.084 0.196 0.011 -0.0698
C 5.417422 -6.553731 -1.944744 -0.067 -0.136 0.050 -0.8680
H 2.654639 -4.038392 -3.427115 -0.032 -0.021 0.028 0.1088
H 4.107310 -3.967856 -2.429534 0.041 0.045 -0.070 0.3711
H 4.129329 -4.861762 -3.967743 0.068 0.015 0.044 0.4922
H 3.608826 -7.496723 -1.421557 0.094 -0.093 -0.085 0.2043
H 5.839200 -7.416079 -2.458925 0.076 0.024 0.011 0.2400
H 5.830453 -6.525271 -0.935314 0.084 0.026 -0.030 0.2762
H 5.713541 -5.648174 -2.465591 -0.077 0.038 0.007 0.3814
C 4.705236 -11.659829 -0.562221 0.019 0.059 0.021 -1.3938
C 4.543649 -10.662128 -1.684408 -0.019 -0.006 0.022 0.7853
O 4.781588 -9.472378 -1.528118 -0.020 -0.073 0.049 -0.5937
N 4.121157 -11.128616 -2.884142 0.028 -0.034 0.013 -0.1500
C 3.793922 -12.491774 -3.253439 -0.011 0.156 -0.099 -0.8513
H 5.046199 -11.125193 0.318534 0.001 0.031 -0.016 0.2764
H 3.756809 -12.147835 -0.336111 0.020 -0.051 -0.013 0.3946
H 5.440603 -12.422021 -0.821397 -0.038 -0.042 0.005 0.3924
H 4.030224 -10.411224 -3.586694 -0.021 0.002 0.004 0.2207
H 4.433647 -12.830811 -4.069447 0.011 -0.053 0.027 0.2894
H 2.755378 -12.559504 -3.580130 -0.010 -0.050 0.033 0.2869
H 3.933103 -13.156637 -2.407899 0.001 -0.008 0.006 0.3269
C 6.667192 -0.729925 -9.056727 -0.008 0.056 0.029 -1.4289
C 5.864498 -0.940878 -7.794217 0.058 0.015 -0.047 0.9732
O 5.687312 -0.040242 -6.989238 -0.124 -0.096 0.100 -0.6262
N 5.345155 -2.180772 -7.586081 -0.001 0.036 -0.039 -0.0628
C 5.457065 -3.354988 -8.429999 -0.083 0.018 0.170 -0.9253
H 7.007690 0.300384 -9.070758 -0.015 0.008 0.032 0.3034
H 7.534303 -1.390455 -9.082139 -0.017 -0.025 -0.046 0.3805
H 6.058112 -0.914786 -9.942119 0.035 -0.041 -0.018 0.3625
H 4.824675 -2.266560 -6.727505 0.015 -0.025 0.008 0.0833
H 4.469769 -3.696915 -8.744003 0.018 -0.007 -0.057 0.2955
H 5.946334 -4.167990 -7.891694 0.038 -0.013 -0.048 0.2887
H 6.040545 -3.128669 -9.315656 0.005 -0.002 -0.010 0.3613
```
Positions in Å, forces in eV/Å.

Computed properties:
- electronic energy (Eh) = -3167.16982
- HOMO (Ha) = -0.359
- net charge = +1
- spin multiplicity = 1

=====

Below is a structure of composition C29H45Ge2N6OPtS, with properties calculated with ωB97M-V/def2-TZVPD.

XYZ file:
```
85
Properties=species:S:1:pos:R:3:forces:R:3:mulliken_charge:R:1
Pt 0.270002 0.006621 -0.132286 -0.489 0.206 0.837 1.2651
C -2.286553 -3.509469 -2.089076 -0.033 0.060 0.096 -1.3412
C -1.820803 -2.367579 -1.172132 -0.101 0.071 -0.146 -0.2294
Ge 0.119084 -2.086950 -1.422710 0.320 -0.114 0.139 -0.8185
C 0.678373 -1.883237 -3.286706 -0.060 -0.066 -0.134 -0.1748
C 0.948612 -3.246249 -3.939608 0.007 0.116 -0.030 -1.4416
C 1.080179 -3.561668 -0.655964 -0.037 -0.171 -0.099 0.0393
C 1.704096 -3.407014 0.513317 0.107 -0.177 0.242 0.5120
Ge 1.554224 -1.595089 1.297563 0.279 -0.078 -0.314 -1.1504
C 3.329902 -0.736468 1.340555 0.173 -0.172 0.123 -0.3100
C 4.548344 -1.552388 1.788963 -0.069 0.107 -0.024 -1.3280
C 0.408622 -1.567272 2.899088 0.035 -0.061 0.166 -0.0146
C 0.858154 -2.348011 4.138674 -0.097 0.075 -0.011 -1.4104
C 2.459018 -4.508240 1.188058 -0.104 0.070 -0.107 0.4028
C 2.646523 -5.751365 0.575871 0.026 -0.036 -0.006 -0.6640
C 3.329050 -6.770149 1.218393 -0.018 0.044 -0.010 -0.7756
C 3.843732 -6.575202 2.495230 -0.010 -0.001 -0.016 -0.4893
C 3.677159 -5.348254 3.114762 -0.028 0.025 -0.031 -1.3295
C 2.995512 -4.331124 2.459443 0.016 0.016 0.017 0.5259
H -3.323427 -3.771334 -1.869632 0.004 0.004 -0.019 0.4028
H -1.686697 -4.411087 -1.949333 -0.005 0.016 0.012 0.3341
H -2.235827 -3.224265 -3.140334 0.018 0.011 0.011 0.2937
H -1.961559 -2.613662 -0.118660 -0.043 -0.027 0.006 0.4286
H -2.375684 -1.449349 -1.379437 -0.050 -0.041 0.017 0.3032
H 1.574047 -1.261587 -3.296664 0.027 0.003 -0.041 0.4415
H -0.094654 -1.345745 -3.838578 0.032 -0.012 -0.038 0.2207
H 1.750866 -3.779792 -3.429807 0.005 0.007 0.006 0.3845
H 1.249585 -3.118989 -4.980570 -0.003 -0.004 0.009 0.4040
H 0.063851 -3.885377 -3.933553 0.015 0.017 0.017 0.3021
H 1.108076 -4.512005 -1.187705 -0.020 0.044 0.062 0.5467
H 3.230900 0.163673 1.943720 0.042 0.058 -0.027 0.3314
H 3.466857 -0.416664 0.303795 0.028 0.071 0.010 0.3728
H 4.500612 -1.805435 2.848970 -0.004 -0.008 -0.019 0.3006
H 5.461461 -0.971494 1.639790 -0.035 -0.008 -0.003 0.4310
H 4.654371 -2.481055 1.229844 -0.011 -0.015 -0.008 0.3549
H -0.556911 -1.944522 2.549672 -0.035 0.018 0.039 0.2230
H 0.270260 -0.515699 3.155677 -0.078 -0.028 0.062 0.3322
H 0.930380 -3.416232 3.942649 -0.012 0.001 0.000 0.3772
H 0.136520 -2.212880 4.947007 0.023 0.010 -0.002 0.4093
H 1.826435 -2.002937 4.508140 -0.008 -0.010 -0.026 0.3300
H 2.262006 -5.930654 -0.419275 0.013 -0.021 0.016 0.3975
H 3.462144 -7.722355 0.721103 -0.006 0.013 0.004 0.4146
H 4.372832 -7.374157 2.998018 -0.001 0.010 -0.011 0.4072
H 4.077540 -5.178825 4.106503 -0.007 0.009 -0.023 0.4142
H 2.888784 -3.375861 2.952633 0.005 0.007 0.024 0.4211
C 2.648644 3.939389 -1.074854 -0.080 -0.106 0.103 -1.1713
N 1.944213 2.924525 -0.290870 -0.188 0.049 -0.077 0.1328
C 1.413093 2.980153 0.920373 0.052 0.072 0.033 1.1190
S 0.871903 1.530630 1.722644 0.074 0.012 -0.487 -0.7599
N 1.295482 4.109829 1.624765 0.040 0.001 -0.016 -0.2442
C 1.280480 5.500310 1.164216 0.019 -0.131 0.032 -1.1559
H 3.434761 3.435464 -1.631115 0.000 -0.025 -0.021 0.3618
H 3.118362 4.672578 -0.431654 0.025 0.031 0.078 0.4691
H 1.985045 4.436615 -1.781675 -0.019 0.023 0.023 0.3464
H 1.800974 2.036972 -0.753922 0.115 0.002 0.022 -0.2075
H 0.976267 3.957150 2.567337 -0.030 0.010 0.013 0.2880
H 2.244475 5.989036 1.294559 0.029 -0.018 -0.014 0.3630
H 0.540400 6.035328 1.754317 0.003 -0.001 0.017 0.3578
H 0.976241 5.556162 0.124994 -0.020 -0.022 -0.057 0.4045
O -1.411286 1.941316 -0.202739 -0.104 -0.089 -0.243 -0.3896
C -2.402348 1.938076 0.547336 0.105 -0.162 0.146 0.4943
C -3.205656 3.191397 0.765170 -0.069 -0.037 0.014 -1.0201
C -3.033892 3.757127 2.185370 -0.026 -0.061 0.005 -0.3522
C -3.878513 3.064022 3.254751 0.050 0.013 -0.034 -0.8158
C -3.553333 1.587603 3.461173 0.009 0.015 -0.064 -0.4909
C -3.816408 0.739939 2.219320 0.136 0.053 -0.060 -0.8959
N -2.751214 0.832311 1.217631 -0.119 0.122 0.042 0.1399
H -4.263743 2.993239 0.566188 0.023 0.011 0.019 0.4690
H -2.863211 3.905508 0.021363 0.016 0.030 -0.037 0.3528
H -3.307883 4.812284 2.155743 0.025 0.015 0.012 0.4166
H -1.975214 3.706552 2.465220 0.001 0.029 -0.027 0.0925
H -4.935826 3.162226 2.984637 0.014 -0.004 0.027 0.3065
H -3.749766 3.592291 4.201377 -0.014 0.013 -0.010 0.3782
H -4.154510 1.197806 4.285422 -0.009 0.011 -0.031 0.3750
H -2.502296 1.469303 3.743556 -0.018 -0.025 0.045 0.2507
H -4.762452 1.030920 1.758429 -0.051 -0.045 0.001 0.3352
H -3.900061 -0.311758 2.483370 0.015 -0.031 -0.008 0.4733
H -2.112181 0.054192 1.117747 0.008 -0.033 -0.002 -0.0763
N 0.426344 1.051201 -2.172822 0.488 0.225 -0.219 -0.6553
C -0.616168 1.160114 -2.668791 -0.510 0.061 -0.171 0.6840
C -1.883123 1.244615 -3.252701 -0.129 -0.074 0.006 0.7412
C -2.382445 0.132621 -3.980892 0.053 0.190 0.115 -0.0217
N -2.787697 -0.784055 -4.551604 0.039 0.039 0.036 -0.3809
C -2.688789 2.398502 -3.069127 0.213 -0.142 -0.011 -0.1182
N -3.343126 3.335698 -2.920180 0.027 -0.056 0.022 -0.4423
```
Positions in Å, forces in eV/Å.

Computed properties:
- electronic energy (Eh) = -6206.86479
- HOMO (alpha / beta) (Ha) = -0.389 / -0.391
- net charge = +1
- spin multiplicity = 3
- relative energy (zero: lowest compared OMol25 entry of this formula, charge and spin) (kJ/mol) = 56.7

=====

Below is a cluster of 2 separate species, C3H10N4O in total, with properties calculated with ωB97M-V/def2-TZVPD.

XYZ file:
```
18
Properties=species:S:1:pos:R:3:forces:R:3:mulliken_charge:R:1
N -0.120682 0.851704 2.562738 -0.169 0.192 -0.651 -0.6928
C -0.926830 0.317804 1.726076 0.492 -0.069 0.075 0.3703
N -1.414108 -0.956796 1.796453 -0.422 0.123 -0.391 -0.3550
N -1.296584 1.025309 0.560969 -1.318 0.488 0.849 -0.4973
H 0.205505 0.159680 3.217115 0.044 -0.130 0.485 0.2169
H -1.179478 -1.516123 2.583833 0.100 -0.271 0.288 0.1837
H -1.949539 -1.384964 1.059939 0.188 0.116 -0.011 0.1945
H -2.295425 0.881597 0.391017 0.310 -0.319 -0.317 0.2552
H -1.273697 2.011162 0.817441 0.551 -0.020 -0.175 0.2796
C 1.367559 0.268724 -2.624733 0.006 0.156 0.211 -0.8007
N 1.178415 0.221901 -1.186137 0.185 -0.193 -0.223 -0.1785
C 0.906289 -0.954156 -0.565141 0.072 0.271 -0.600 -0.0021
O 0.746771 -1.997097 -1.166423 0.161 -0.246 0.249 -0.6112
H 2.166433 -0.414477 -2.904484 -0.100 -0.109 -0.052 0.2536
H 1.689449 1.277589 -2.877076 -0.082 -0.005 -0.109 0.3397
H 0.460283 0.014945 -3.174983 0.027 -0.038 -0.057 0.2719
H 0.836953 1.051382 -0.741647 0.111 0.165 0.326 0.3066
H 0.898692 -0.858183 0.525041 -0.158 -0.112 0.102 0.4657
```
Positions in Å, forces in eV/Å.

Computed properties:
- electronic energy (Eh) = -414.58575
- HOMO (Ha) = -0.344
- spin multiplicity = 1
- SMILES = N=C(N)N.CNC=O
- relative energy (zero: lowest compared OMol25 entry of this formula, charge and spin) (kJ/mol) = 72.2